1.
The following is a DFT calculation (wB97M-V/def2-TZVPD) of a single C4H6N2O molecule at a distorted geometry.

Summary:
strongest force on any atom	4.41	eV Å⁻¹
structure (SMILES)	[H]/N=C\NC(=C)C=O

Last column: natural (NBO) charge in e.
Cartesian coordinates (Å):
C 1.383 1.233 0.470  -0.368
C 0.569 0.317 -0.157  0.026
C -1.800 -0.322 -0.139  0.280
C 1.089 -1.013 -0.523  0.390
H 0.897 2.165 0.883  0.205
H 2.278 0.893 0.909  0.233
H -1.033 1.454 -0.740  0.390
H -2.677 -0.074 -0.946  0.190
H -0.740 -1.050 1.394  0.367
H 0.345 -1.561 -1.162  0.123
N -0.791 0.449 -0.760  -0.660
N -1.620 -1.126 0.837  -0.683
O 2.099 -1.365 -0.065  -0.493

Force components x, y, z for each atom (eV/Å):
C -4.396 -0.345 -0.064
C -0.315 1.813 -0.475
C 0.169 0.283 -1.469
C -3.054 1.260 -0.485
H 0.876 -0.861 -0.815
H 1.142 -0.208 -0.072
H -0.177 -0.714 -0.504
H 0.927 -1.619 2.875
H -0.693 0.211 -1.121
H 0.888 -0.340 0.030
N 2.584 2.135 2.004
N -1.245 0.639 -0.608
O 3.295 -2.254 0.703

2.
The following is a DFT calculation (wB97M-V/def2-TZVPD) of 2 unconnected molecules or ions with the total composition C4H11N2O2 at a distorted geometry.

Summary:
net charge	+1
strongest force on any atom	1.04	eV Å⁻¹

Last column: natural (NBO) charge in e.
Cartesian coordinates (Å):
C -0.859 0.614 -1.004  -0.081
C 0.514 0.237 2.285  -0.285
C -1.484 -0.455 -0.388  0.095
C 0.925 0.948 0.050  0.474
N -1.211 -1.710 -0.766  -0.743
N 1.736 -0.073 -0.236  -0.769
O -0.253 0.363 -2.232  -0.734
O 0.524 1.236 1.270  -0.457
H -1.260 1.602 -0.837  0.223
H 1.528 0.039 2.639  0.210
H 0.047 -0.687 1.933  0.181
H -0.076 0.652 3.100  0.234
H -2.068 -0.305 0.507  0.230
H 1.079 1.853 -0.532  0.223
H -0.761 -1.818 -1.666  0.421
H -0.450 1.067 -2.857  0.507
H 1.731 -0.908 0.330  0.413
H 2.074 -0.164 -1.180  0.435
H -1.736 -2.491 -0.416  0.421

Force components x, y, z for each atom (eV/Å):
C -0.709 -0.011 -0.213
C 0.033 -0.169 0.272
C 1.003 0.091 -0.250
C 0.081 0.192 0.276
N -0.024 0.250 -0.307
N -0.170 -0.110 0.268
O 0.121 -0.168 0.057
O 0.158 0.230 0.119
H -0.020 0.095 0.019
H -0.036 -0.015 -0.077
H -0.015 0.045 -0.048
H 0.089 -0.069 -0.096
H -0.116 0.026 0.054
H -0.183 -0.245 -0.175
H -0.122 -0.100 0.066
H -0.079 -0.017 -0.043
H 0.004 -0.016 -0.045
H 0.000 0.035 -0.011
H -0.015 -0.044 0.133

3.
The following is a DFT calculation (wB97M-V/def2-TZVPD) of a single C4H10O2 molecule.

Summary:
strongest force on any atom	0.29	eV Å⁻¹
structure (SMILES)	COC[C@@H](C)O

Last column: natural (NBO) charge in e.
Cartesian coordinates (Å):
C 0.522 1.949 1.491  -0.242
O -0.299 0.874 1.105  -0.559
C -0.189 0.526 -0.261  -0.080
C -0.666 -0.937 -0.415  0.077
C 0.064 -1.684 -1.535  -0.627
O -0.405 -1.652 0.774  -0.725
H 1.557 1.804 1.144  0.169
H 0.151 2.905 1.098  0.170
H 0.518 1.984 2.583  0.195
H 0.861 0.621 -0.580  0.161
H -0.793 1.210 -0.877  0.175
H -1.751 -0.928 -0.614  0.153
H 0.209 -2.710 -1.187  0.236
H 1.056 -1.261 -1.727  0.201
H -0.490 -1.713 -2.476  0.209
H -0.344 -0.989 1.476  0.486

Force components x, y, z for each atom (eV/Å):
C 0.153 0.225 0.090
O -0.094 0.012 0.003
C 0.063 -0.063 -0.177
C 0.026 0.109 -0.271
C -0.004 0.011 -0.093
O 0.108 0.031 0.242
H -0.168 0.002 0.057
H 0.038 -0.123 0.030
H -0.022 0.041 -0.161
H -0.099 -0.080 0.099
H 0.101 -0.162 0.034
H 0.188 -0.063 0.111
H -0.088 0.085 -0.144
H -0.140 -0.047 0.050
H 0.023 0.108 0.082
H -0.085 -0.087 0.045

4.
The following is a DFT calculation (wB97M-V/def2-TZVPD) of a molecular structure, C22H24BIrN7 at a distorted geometry.

Summary:
net charge	+2
multiplicity	6
strongest force on any atom	4.04	eV Å⁻¹
expectation value of S²	8.804

Last column: Mulliken spin population.
Cartesian coordinates (Å):
H 0.881 3.336 -0.241  -0.001
N 0.427 1.703 -1.555  0.060
B -0.499 0.411 -3.719  -0.021
N 0.050 1.668 -2.921  0.020
C 0.442 2.838 -3.483  0.075
Ir 1.086 0.338 -0.305  2.481
H 0.458 2.931 -4.565  0.001
C 0.821 3.719 -2.476  0.016
H 1.142 4.746 -2.576  0.002
C 0.731 3.021 -1.274  0.046
H -0.326 0.575 -4.880  0.000
C -3.018 -2.633 2.439  0.001
H -2.198 -3.284 2.748  0.000
H -2.621 -1.838 1.801  -0.001
H -3.745 -3.226 1.878  0.000
N -2.091 0.143 -3.505  0.078
N 0.327 -0.797 -3.168  0.031
N -2.296 0.133 -2.135  0.267
N 0.586 -0.999 -1.787  0.059
C -3.290 -0.095 -4.088  0.255
C 0.986 -1.749 -3.872  0.036
H -3.443 -0.067 -5.140  -0.001
H 1.095 -1.663 -4.949  0.001
C -4.240 -0.339 -3.077  0.352
C 1.475 -2.700 -2.979  0.006
C -3.527 -0.203 -1.857  0.042
C 1.159 -2.243 -1.700  0.032
H -5.270 -0.578 -3.102  0.000
H 2.003 -3.616 -3.200  0.001
H -3.789 -0.327 -0.816  0.004
H 1.356 -2.674 -0.723  0.003
H -3.459 -2.223 3.275  0.000
C -0.502 3.386 4.029  0.159
C -1.359 2.937 3.011  -0.046
C -0.987 1.849 2.212  0.098
C 0.231 1.168 2.486  0.051
C 1.080 1.634 3.521  0.110
C 0.733 2.755 4.265  -0.061
N 0.820 0.254 1.587  0.612
C 1.797 -0.680 1.994  -0.063
C 2.947 -0.796 1.193  0.131
C 3.817 -1.874 1.388  0.005
C 3.453 -2.880 2.293  0.089
C 2.246 -2.817 3.015  -0.029
C 1.415 -1.703 2.890  0.104
H -0.790 4.239 4.644  0.005
H -2.316 3.447 2.853  0.000
H -1.601 1.553 1.358  -0.002
H 2.058 1.147 3.608  -0.001
H 1.443 3.106 5.017  0.000
H 3.077 -0.098 0.330  -0.014
H 4.755 -1.928 0.828  -0.001
H 4.120 -3.732 2.439  0.004
H 1.943 -3.630 3.677  0.000
H 0.408 -1.644 3.314  0.003

Force components x, y, z for each atom (eV/Å):
H 0.156 -0.117 -0.433
N -2.069 2.988 -1.771
B 1.061 0.027 0.159
N 1.143 -0.044 0.374
C -0.592 -0.705 0.698
Ir -0.766 0.003 -1.868
H -0.306 0.210 0.293
C 0.139 0.517 0.506
H -0.109 -0.154 -0.139
C 0.177 -1.101 -1.454
H 0.135 -0.027 -0.137
C 1.077 -0.981 -1.890
H -0.078 0.041 -0.067
H -0.034 -0.058 0.023
H 0.102 0.112 0.096
N -1.830 -0.012 -0.013
N 0.830 0.341 0.960
N -0.078 -0.294 1.472
N -0.758 -2.721 -1.846
C 3.315 0.709 -0.268
C -0.568 0.021 0.868
H 0.043 -0.057 -0.646
H -0.303 -0.200 0.253
C -0.166 -0.184 2.052
C 0.013 -0.246 0.182
C 0.855 0.130 -0.397
C 0.069 1.442 -1.044
H -0.806 -0.115 -0.654
H -0.064 0.145 -0.142
H -0.441 0.049 -0.206
H 0.071 0.098 -0.256
H -1.035 0.911 1.823
C 0.247 -0.135 0.151
C 0.205 -0.527 -0.163
C 0.120 0.273 0.034
C 0.893 0.283 -0.735
C -0.025 0.105 0.053
C -0.057 -0.508 -0.132
N -0.670 0.587 3.270
C -0.646 -1.064 0.097
C 0.084 -0.384 0.082
C -0.313 0.103 0.041
C 0.060 0.149 0.219
C -0.038 0.414 0.024
C 0.363 0.021 -0.460
H 0.069 -0.202 -0.223
H 0.470 -0.268 -0.029
H 0.152 -0.063 0.333
H -0.403 0.308 0.261
H -0.430 0.058 -0.212
H 0.672 -0.129 0.842
H -0.417 -0.093 0.162
H -0.238 0.239 -0.074
H 0.202 0.196 -0.256
H 0.515 -0.088 0.188

Q: Which energy relative to the best compared isomer or geometry (same formula, charge and spin) values were calculated for the entries above? A: 314.4; 224.3; 117.0; 0.0, in kJ/mol.